No. 1
A 3-piece molecular cluster, C18H39Cl2N3O5PS overall at a distorted geometry. Source: the OMol25 dataset; level of theory: ωB97M-V/def2-TZVPD.

Properties
- F_max: 2.26 eV/Å
- Gap between HOMO and LUMO: 7.1 eV

```
! wB97M-V def2-TZVPD RIJCOSX def2/J DEFGRID3
* xyz 1 1
C 4.901 1.793 1.614
C 3.430 2.283 1.728
S 2.439 0.796 2.107
C 0.671 1.275 1.980
C -0.138 0.396 0.954
C 0.212 -1.051 1.199
Cl -0.627 -1.881 2.515
C 1.108 -1.788 0.574
C 2.000 -1.296 -0.534
Cl 1.388 -3.449 0.993
C 0.087 0.964 -0.445
N -0.817 2.086 -0.810
C -2.070 1.593 -0.912
N -2.903 2.001 -1.840
N -2.454 0.603 -0.030
C -1.661 0.673 1.233
P -2.011 2.306 2.085
O -1.985 2.099 3.541
H 4.882 0.704 1.511
H 5.380 2.236 0.744
H 5.449 1.975 2.535
H 3.350 2.979 2.559
H 3.116 2.731 0.784
H 0.275 1.164 2.989
H 0.693 2.322 1.673
H 2.852 -1.969 -0.627
H 1.450 -1.399 -1.477
H 2.400 -0.296 -0.418
H 0.007 0.197 -1.224
H 1.116 1.318 -0.508
H -0.537 2.508 -1.689
H -2.895 2.950 -2.194
H -3.606 1.389 -2.234
H -2.313 -0.325 -0.439
H -2.112 -0.064 1.899
H -3.336 2.686 1.734
H -1.172 3.333 1.607
C 3.441 0.600 -3.824
O 4.511 0.272 -2.960
C 4.757 -1.130 -2.894
C 5.978 -1.520 -3.696
O 5.746 -1.372 -5.089
C 6.367 -0.219 -5.634
H 3.415 1.684 -3.929
H 3.573 0.155 -4.814
H 2.487 0.264 -3.395
H 3.880 -1.696 -3.224
H 4.937 -1.370 -1.840
H 6.191 -2.579 -3.518
H 6.850 -0.941 -3.379
H 7.454 -0.341 -5.642
H 6.103 0.682 -5.075
H 6.022 -0.108 -6.661
C -7.764 -2.523 3.424
O -6.673 -3.019 2.661
C -6.479 -2.313 1.449
C -5.298 -1.370 1.547
O -5.564 -0.289 2.427
C -4.923 -0.436 3.687
H -7.749 -3.023 4.391
H -7.684 -1.445 3.584
H -8.711 -2.752 2.926
H -7.383 -1.769 1.160
H -6.271 -3.059 0.674
H -5.112 -0.937 0.555
H -4.398 -1.914 1.855
H -3.839 -0.323 3.572
H -5.145 -1.405 4.141
H -5.286 0.350 4.346
*
```

---

No. 2
A 5-piece molecular cluster, C18H39ClFN3O4S5 overall. Source: the OMol25 dataset; level of theory: ωB97M-V/def2-TZVPD.

Properties
- F_max: 1.00 eV/Å
- Gap between HOMO and LUMO: 8.8 eV

```
! wB97M-V def2-TZVPD RIJCOSX def2/J DEFGRID3
* xyz 0 1
C 1.648 -0.796 1.612
C 1.679 0.291 0.551
Cl 3.381 0.821 0.310
C 0.707 1.475 0.620
C 0.176 2.125 1.940
C 0.068 3.567 1.622
N -0.059 4.682 1.367
C -1.294 1.718 2.277
C -1.689 0.252 2.123
C -3.181 0.101 2.451
S -4.194 0.936 1.203
C 1.055 2.058 3.237
N 0.877 3.259 4.043
F 2.382 1.943 2.917
C 0.677 0.926 4.126
N 0.396 0.020 4.776
H 2.203 -1.649 1.220
H 2.175 -0.505 2.515
H 0.640 -1.144 1.827
H 1.459 -0.193 -0.395
H 1.156 2.266 0.027
H -0.174 1.180 0.051
H -1.901 2.285 1.570
H -1.565 2.102 3.262
H -1.181 -0.358 2.864
H -1.515 -0.123 1.116
H -3.448 -0.952 2.491
H -3.335 0.506 3.450
H -5.412 0.661 1.684
H 1.732 3.799 4.045
H 0.601 3.037 4.989
C -4.086 4.237 4.608
S -4.152 2.589 5.318
O -5.125 1.806 4.515
C -4.984 3.058 6.839
H -3.631 4.155 3.622
H -5.097 4.633 4.517
H -3.475 4.880 5.241
H -5.933 3.536 6.598
H -4.345 3.735 7.407
H -5.160 2.151 7.413
C 2.257 -2.466 -4.256
S 1.006 -1.967 -3.074
O 1.438 -0.637 -2.535
C 1.431 -3.184 -1.827
H 2.192 -1.793 -5.109
H 3.243 -2.390 -3.792
H 2.045 -3.483 -4.576
H 2.477 -3.061 -1.545
H 1.253 -4.180 -2.233
H 0.789 -3.017 -0.963
C -2.375 -3.650 -6.245
S -1.590 -4.312 -4.774
O -0.128 -4.372 -5.051
C -2.219 -5.984 -4.950
H -2.070 -2.610 -6.343
H -2.050 -4.216 -7.117
H -3.458 -3.705 -6.131
H -1.906 -6.392 -5.911
H -3.306 -5.970 -4.874
H -1.803 -6.581 -4.142
C 6.782 0.798 -3.873
S 5.597 0.111 -2.708
O 5.696 -1.372 -2.828
C 4.113 0.582 -3.585
H 7.780 0.560 -3.511
H 6.628 0.350 -4.855
H 6.654 1.879 -3.919
H 4.139 0.147 -4.585
H 4.039 1.669 -3.643
H 3.271 0.176 -3.016
*
```

---

No. 3
A 5-piece molecular cluster, C18H39N2O10 overall at a distorted geometry. Source: the OMol25 dataset; level of theory: ωB97M-V/def2-TZVPD.

Properties
- F_max: 4.63 eV/Å
- Gap between HOMO and LUMO: 8.3 eV

```
! wB97M-V def2-TZVPD RIJCOSX def2/J DEFGRID3
* xyz -1 1
C 5.287 -1.449 2.100
C 4.071 -0.946 2.892
C 2.893 -1.784 2.385
C 1.606 -1.507 3.203
N 0.574 -0.689 2.537
C -0.479 -0.297 3.540
C -1.519 -1.502 3.533
C -1.226 -2.367 2.260
C -0.131 -1.618 1.531
C 1.094 0.692 1.927
C 1.640 1.805 2.917
C 1.521 3.148 2.259
H 5.464 -2.453 2.435
H 6.257 -1.002 2.386
H 5.100 -1.465 1.014
H 3.815 0.120 2.581
H 4.138 -1.021 3.916
H 3.146 -2.822 2.511
H 2.651 -1.529 1.351
H 1.944 -0.918 4.030
H 1.151 -2.531 3.484
H -0.988 0.601 3.301
H -0.062 -0.298 4.544
H -2.568 -1.201 3.582
H -1.294 -2.135 4.373
H -2.130 -2.248 1.654
H -0.883 -3.369 2.467
H -0.454 -0.944 0.758
H 0.631 -2.286 1.162
H 0.175 1.067 1.441
H 1.737 0.363 1.131
H 2.693 1.595 3.252
H 0.941 1.770 3.783
H 2.124 3.232 1.380
H 1.679 3.904 2.976
H 0.407 3.186 2.008
C -2.829 -1.315 -3.362
C -2.150 0.043 -3.635
C -2.182 0.811 -2.372
O -1.328 2.000 -2.477
C -1.303 2.767 -1.270
N -0.813 -0.103 -4.254
H -0.902 -0.377 -5.271
H -0.381 0.842 -4.182
H -0.206 -0.697 -3.692
H -2.984 -2.036 -4.166
H -3.783 -1.055 -2.894
H -2.231 -1.801 -2.617
H -2.784 0.629 -4.302
H -1.914 0.209 -1.523
H -3.264 1.194 -2.221
H -0.410 3.325 -1.267
H -1.307 2.195 -0.383
H -2.213 3.363 -1.186
O -2.890 1.344 -7.673
C -1.635 1.149 -6.937
O -1.094 2.129 -6.374
O -1.223 -0.031 -6.956
H -3.093 2.282 -7.615
O 1.913 -0.512 -2.979
C 1.866 -0.546 -1.610
O 2.767 0.109 -1.032
O 0.893 -1.135 -1.137
H 2.645 0.122 -3.156
O -4.163 1.290 0.798
C -3.234 0.169 0.907
O -2.140 0.466 1.379
O -3.592 -0.934 0.417
H -5.041 1.000 0.436
*
```

---

No. 4
A 3-piece molecular cluster, C18H39N4O2 overall at a distorted geometry. Source: the OMol25 dataset; level of theory: ωB97M-V/def2-TZVPD.

Properties
- F_max: 5.09 eV/Å
- Gap between HOMO and LUMO: 6.2 eV

```
! wB97M-V def2-TZVPD RIJCOSX def2/J DEFGRID3
* xyz 1 1
C 3.668 -0.496 -0.175
C 2.778 0.581 -0.911
O 3.198 1.720 -0.929
O 1.553 0.253 -1.569
C 0.492 1.095 -1.058
C -0.737 0.222 -0.589
N -1.067 -1.048 -1.017
C -2.232 -1.362 -0.237
C -2.550 -0.207 0.618
N -1.557 0.795 0.364
H 3.418 -0.620 0.915
H 3.575 -1.481 -0.712
H 4.741 -0.137 -0.229
H 0.847 1.648 -0.127
H 0.190 1.887 -1.809
H -0.577 -1.615 -1.721
H -2.792 -2.330 -0.267
H -3.404 -0.117 1.336
H -1.489 1.718 0.796
C -1.482 -6.121 0.526
C -2.919 -6.050 1.030
N -3.883 -5.645 0.014
C -5.202 -5.338 0.565
C -5.988 -6.480 1.211
C -3.892 -6.432 -1.215
C -4.167 -7.931 -1.097
H -1.162 -5.163 0.107
H -0.814 -6.363 1.356
H -1.350 -6.897 -0.230
H -2.937 -5.314 1.842
H -3.181 -7.016 1.478
H -5.820 -4.885 -0.217
H -5.078 -4.548 1.315
H -6.421 -7.145 0.464
H -6.820 -6.071 1.789
H -5.378 -7.072 1.895
H -2.925 -6.302 -1.712
H -4.611 -5.996 -1.917
H -3.639 -8.391 -0.259
H -3.835 -8.440 -2.007
H -5.231 -8.140 -0.991
C 3.877 5.262 2.352
C 3.473 6.482 1.533
N 4.308 6.713 0.364
C 4.074 8.011 -0.261
C 2.700 8.264 -0.886
C 4.443 5.593 -0.559
C 3.165 5.033 -1.187
H 4.917 5.332 2.678
H 3.250 5.194 3.244
H 3.746 4.332 1.794
H 3.551 7.351 2.195
H 2.412 6.388 1.264
H 4.843 8.187 -1.021
H 4.247 8.785 0.495
H 2.590 7.750 -1.841
H 2.580 9.332 -1.088
H 1.881 7.964 -0.230
H 4.950 4.777 -0.036
H 5.138 5.867 -1.359
H 2.348 4.942 -0.467
H 3.360 4.033 -1.583
H 2.825 5.643 -2.023
*
```

---

no.,total energy (hartree)
1,-2909.2678
2,-3725.3217
3,-1571.2597
4,-1078.4276